Below is one molecule with the formula C7H12IN at a distorted geometry, with properties calculated with the ωB97M-V functional and the def2-TZVPD basis.

Computed properties:
ΔE to the lowest compared entry with this formula, charge and spin   0.093 eV
SMILES   CC1(C)CC=CN(I)C1
Multiplicity   1

Last column: Mulliken charge in e.
Positions of all 21 atoms, in Å:
C -0.2625 -1.9819 0.2401  -0.396
C -1.4393 -1.5118 -0.0407  -0.418
C 0.8256 -0.9877 0.5107  -0.874
C -0.9672 0.7349 0.4540  -1.073
C 0.4782 0.4617 0.0494  1.712
C 0.5575 0.4975 -1.5495  -1.745
C 1.4489 1.4409 0.7033  -2.095
N -1.8933 -0.2387 -0.1931  -0.423
I -3.8207 0.2579 0.0047  0.139
H 0.0213 -3.0770 0.3639  0.318
H -2.0712 -2.1525 -0.4745  0.451
H 0.9405 -0.9730 1.6426  0.302
H 1.6525 -1.4388 0.0691  0.506
H -1.0715 0.5468 1.5449  0.435
H -1.2658 1.7330 0.1295  0.568
H 0.3863 1.5603 -1.9107  0.345
H -0.1750 -0.0352 -2.0946  0.352
H 1.4942 0.2328 -1.8460  0.537
H 1.3149 2.4448 0.3708  0.449
H 2.4150 1.1005 0.3120  0.413
H 1.4317 1.3855 1.7142  0.497